P:
Below is 2 unconnected molecules or ions with the total composition C4H15N3O, with properties calculated with ωB97M-V/def2-TZVPD.

XYZ file:
```
23
Properties=species:S:1:pos:R:3
C 2.1617 -3.4466 -0.5442
N 2.2427 -2.4971 0.5651
C 1.3707 -1.3741 0.3763
O -0.0159 -1.6461 0.4271
H 1.1602 -3.8866 -0.6045
H 2.8910 -4.2666 -0.4447
H 2.4387 -2.9481 -1.5333
H 1.9234 -2.9827 1.4179
H 1.6610 -0.8721 -0.5543
H 1.6185 -0.6320 1.2127
H -0.5322 -0.9016 0.1933
N -1.4897 0.2265 -0.0723
C -0.8718 1.5401 0.0671
C -1.9019 2.6955 -0.0875
N -1.3971 4.0716 0.0257
H -2.3172 0.0470 0.5213
H -1.7969 0.0161 -1.0384
H -0.3039 1.5832 1.0574
H -0.0770 1.6521 -0.7115
H -2.3761 2.5866 -1.0530
H -2.7909 2.5767 0.6568
H -0.7615 4.3082 -0.7486
H -0.8359 4.1502 0.8718
```

- frontier orbital gap (eV) = 9.606
- HOMO energy (eV) = -8.79
- lowest unoccupied orbital energy (eV) = 0.812
- net charge = 0

Q:
Below is 2 unconnected molecules or ions with the total composition C4H15N3O, with properties calculated with ωB97M-V/def2-TZVPD.

XYZ file:
```
23
Properties=species:S:1:pos:R:3
N -1.1139 -1.7206 1.8077
C 0.3723 -1.5798 1.6453
C 0.8316 -0.2663 1.0184
N 0.9518 -0.4432 -0.4412
C 1.4424 0.7498 -1.1654
C 0.5011 1.1605 -2.3045
N -0.9070 1.3742 -2.0027
H -1.4299 -2.4093 1.1424
H -1.3528 -2.0967 2.7155
H 0.6215 -2.3008 0.8793
H 0.9231 -1.8991 2.5212
H 0.2264 0.5780 1.3312
H 1.8668 -0.0888 1.3219
H 0.0311 -0.6310 -0.8167
H 2.4113 0.5022 -1.6097
H 1.6536 1.5496 -0.4475
H 0.4672 0.2754 -2.9526
H 0.9062 1.9699 -2.8855
H -1.0448 1.8608 -1.1257
H -1.4352 0.5252 -1.8589
O -1.9569 0.9951 0.7170
H -2.1918 1.7166 1.3003
H -1.7742 0.1784 1.2102
```

- frontier orbital gap (eV) = 9.565
- HOMO energy (eV) = -8.71
- lowest unoccupied orbital energy (eV) = 0.854
- net charge = 0

R:
Below is 3 unconnected molecules or ions with the total composition C4H15N3O, with properties calculated with ωB97M-V/def2-TZVPD.

XYZ file:
```
23
Properties=species:S:1:pos:R:3
N -0.9608 3.1585 0.6476
C -0.7658 0.4252 -0.9728
C -1.2189 -0.8252 -0.2925
N -0.3409 -1.9854 -0.3413
C 0.9161 -1.8544 0.5046
C 1.8328 -0.8246 -0.2343
N 1.6780 -1.0832 -1.6361
H 0.2971 0.8046 -0.8295
H -0.2829 3.8514 0.4457
H -1.3676 1.3088 -0.6740
H -0.8159 0.3038 -2.0484
H -2.0660 -1.3272 -0.7818
H -1.2674 -0.6660 0.8483
H 0.0930 -2.1073 -1.3560
H 1.3510 -2.8822 0.5989
H 0.4555 -1.4885 1.4138
H 2.8852 -1.0470 0.1609
H 1.6304 0.2144 0.0073
H 2.5274 -1.6065 -1.8334
H -1.1672 1.2103 2.5529
H -0.7447 2.3214 1.2452
H -1.9476 3.3843 0.6912
O -0.7207 0.7149 1.8837
```

- frontier orbital gap (eV) = 3.902
- HOMO energy (eV) = -8.26
- lowest unoccupied orbital energy (eV) = -4.359
- net charge = 0

S:
Below is a molecular structure, C4H15N3O, with properties calculated with ωB97M-V/def2-TZVPD.

XYZ file:
```
23
Properties=species:S:1:pos:R:3
C 0.4390 -0.9030 1.9511
N 0.9607 0.4074 1.5620
C -0.1256 1.8885 0.6345
C 0.4179 2.0986 -0.7678
N -0.6455 1.9721 -1.7960
C 0.8282 -2.0779 1.0451
N -0.2837 -2.6658 0.2704
H 0.8699 -1.1678 2.9137
H -0.6518 -0.8574 2.0327
H -0.0971 0.7089 0.8626
H -1.1971 2.1109 0.6383
H 0.4018 2.5557 1.2936
H 1.1757 1.3158 -0.8981
H 0.7821 3.0997 -0.9957
H -0.3727 2.3194 -2.7112
H -1.7977 -0.4243 -0.9314
H 1.5024 -1.6006 0.3273
H 1.4396 -2.8437 1.5069
H -0.2999 -2.1344 -0.5749
H 0.0066 -3.5793 -0.0803
H -0.9204 0.9919 -1.9558
H -1.5194 -0.6213 -1.7029
O -0.9129 -0.5933 -2.6240
```

- frontier orbital gap (eV) = 4.410
- HOMO energy (eV) = -8.29
- lowest unoccupied orbital energy (eV) = -3.884
- net charge = 0

Most favorable structure: Q. The second most favorable one is 0.495 eV above it.

P:
Below is 2 unconnected molecules or ions with the total composition C4H8O, with properties calculated with ωB97M-V/def2-TZVPD.

XYZ file:
```
13
Properties=species:S:1:pos:R:3
C 0.0000 0.0000 0.0000
C 0.5841 1.3393 -0.2661
C 1.0563 2.4006 -0.5868
C 1.5962 3.6767 -1.1711
H 0.6034 -0.5713 0.7253
H -0.0742 -0.5837 -0.9330
H -1.0139 0.1330 0.4133
H 1.3689 3.7470 -2.2482
H 2.6789 3.8323 -1.0291
H 1.0534 4.4792 -0.6439
O 5.3034 9.0627 -3.7534
H 5.6726 9.0199 -2.8423
H 4.3615 9.3181 -3.6275
```

- frontier orbital gap (eV) = 10.260
- HOMO energy (eV) = -9.44
- lowest unoccupied orbital energy (eV) = 0.816
- net charge = 0

Q:
Below is a single C4H8O molecule, with properties calculated with ωB97M-V/def2-TZVPD.

XYZ file:
```
13
Properties=species:S:1:pos:R:3
C 2.0396 0.2498 -0.1461
C 0.7349 0.0771 0.5314
O 0.0975 -1.1792 0.7976
C -0.6541 -0.6246 -0.2104
C -2.0310 -0.0358 0.0762
H 2.1116 1.1918 -0.6804
H 2.2197 -0.5200 -0.9498
H 2.8998 0.2108 0.4484
H 0.5067 1.0699 1.0411
H -0.5420 -1.0845 -1.1863
H -2.2949 0.7066 -0.7200
H -2.1731 0.6612 0.8676
H -2.9146 -0.7231 0.1307
```

- frontier orbital gap (eV) = 10.150
- HOMO energy (eV) = -8.99
- lowest unoccupied orbital energy (eV) = 1.160
- net charge = 0

R:
Below is a single C4H8O molecule, with properties calculated with ωB97M-V/def2-TZVPD.

XYZ file:
```
13
Properties=species:S:1:pos:R:3
C 0.8847 -0.3661 1.1118
C 0.0361 -0.2956 -0.2502
O 0.0501 -1.5012 -0.9319
C -0.0032 1.0219 -0.9850
C -1.1727 0.5945 -0.1334
H 0.9250 0.5160 1.7999
H 1.8918 -0.5069 0.7431
H 0.6125 -1.2195 1.7618
H -0.7660 -1.9699 -0.7106
H 0.6141 1.8638 -0.6776
H -0.0769 0.9269 -2.0739
H -0.8195 0.5048 0.9038
H -2.1759 0.4313 -0.5579
```

- frontier orbital gap (eV) = 10.348
- HOMO energy (eV) = -9.38
- lowest unoccupied orbital energy (eV) = 0.970
- net charge = 0

Most favorable structure: P. The second most favorable one is 0.709 eV above it.

P:
Below is 4 unconnected molecules or ions with the total composition C2H10O4, with properties calculated with ωB97M-V/def2-TZVPD.

XYZ file:
```
16
Properties=species:S:1:pos:R:3
C -1.4594 -1.3797 -0.6095
C -0.9315 -0.8813 -1.7167
O 0.2736 -0.2966 -1.8386
H -2.4317 -1.8328 -0.6221
H -0.9089 -1.3230 0.3246
H -1.5194 -0.9300 -2.6362
H 0.8173 -0.5573 -1.0776
O 1.8112 -0.7734 0.5664
H 1.6847 -1.7291 0.6108
H 2.7559 -0.6019 0.7300
O -0.1160 2.4514 0.1262
H -0.6255 3.2093 -0.1920
H -0.5580 1.6886 -0.2746
O 0.3516 0.8645 2.5944
H 0.7940 0.4155 1.8605
H 0.0621 1.6759 2.1546
```

- frontier orbital gap (eV) = 9.503
- HOMO energy (eV) = -9.21
- lowest unoccupied orbital energy (eV) = 0.293
- net charge = 0

Q:
Below is 4 unconnected molecules or ions with the total composition C2H10O4, with properties calculated with ωB97M-V/def2-TZVPD.

XYZ file:
```
16
Properties=species:S:1:pos:R:3
C 1.2116 -1.3210 0.8651
C 2.2517 -0.2440 0.7682
O 2.0606 0.9210 0.9839
H 1.6076 -2.2286 1.3104
H 0.3629 -0.9182 1.4216
H 0.8508 -1.4829 -0.1549
H 3.2290 -0.5889 0.3724
O -0.4145 2.3920 0.8216
H 0.5444 2.2527 0.7752
H -0.5098 3.3394 0.6639
O -1.9649 0.9829 -1.2101
H -1.4071 1.6463 -0.7699
H -2.8684 1.2827 -1.0827
O -1.3913 -2.3002 -1.5008
H -1.7069 -1.5831 -0.9352
H -1.8559 -2.1500 -2.3286
```

- frontier orbital gap (eV) = 10.919
- HOMO energy (eV) = -10.19
- lowest unoccupied orbital energy (eV) = 0.728
- net charge = 0

Most favorable structure: Q. The second most favorable one is 0.428 eV above it.

P:
Below is a gas-phase ion, C4H8N (charge +1), with properties calculated with ωB97M-V/def2-TZVPD.

XYZ file:
```
13
Properties=species:S:1:pos:R:3
C 1.1146 -0.5958 -1.3732
C -0.4317 -0.6822 0.2387
C 0.0252 1.5511 0.5994
C 0.0593 -1.2700 -1.0089
N 0.6956 0.2344 0.5688
H 1.3430 -0.1049 1.2753
H -0.7962 -1.1917 1.0201
H -1.3264 -0.1053 -0.0057
H -0.4634 1.8274 -0.2528
H -0.7126 1.6308 1.3057
H 0.7940 2.4038 0.9056
H 1.8784 -0.2059 -1.9096
H -0.4537 -2.0406 -1.6585
```

- frontier orbital gap (eV) = 9.934
- HOMO energy (eV) = -15.69
- lowest unoccupied orbital energy (eV) = -5.752
- net charge = +1

Q:
Below is a gas-phase ion, C4H8N (charge +1), with properties calculated with ωB97M-V/def2-TZVPD.

XYZ file:
```
13
Properties=species:S:1:pos:R:3
C -0.0258 1.4961 -0.0705
C 0.4325 0.1968 0.0647
C 1.8543 -0.1080 0.4617
C -1.7864 -0.7056 -0.3800
N -0.3910 -0.8236 -0.0556
H -1.0704 1.7719 -0.0240
H 1.9493 -0.0265 1.5411
H 0.6821 2.3064 -0.1900
H 2.1567 -1.0807 0.0802
H 2.5305 0.6266 0.0217
H -2.1660 -1.6917 -0.6183
H -2.2901 -0.2279 0.4674
H -1.9634 -0.0783 -1.2574
```

- frontier orbital gap (eV) = 7.502
- HOMO energy (eV) = -16.01
- lowest unoccupied orbital energy (eV) = -8.505
- net charge = +1

R:
Below is 2 unconnected molecules or ions with the total composition C4H8N, with properties calculated with ωB97M-V/def2-TZVPD.

XYZ file:
```
13
Properties=species:S:1:pos:R:3
C 0.8723 0.1012 -1.2354
C 0.7421 -1.1670 0.6176
C 1.5261 0.0776 0.1531
C -2.1705 0.8580 0.4291
N 0.0773 -0.1101 -0.0115
H 0.8731 1.1757 -1.6244
H 0.8778 -0.7501 -1.8615
H 1.0111 -2.1109 0.0133
H 0.5494 -1.4731 1.7220
H 2.0561 0.8721 0.4508
H -2.8138 0.1577 1.0628
H -1.3903 1.5509 0.9925
H -2.2108 0.8181 -0.7084
```

- frontier orbital gap (eV) = 7.855
- HOMO energy (eV) = -14.88
- lowest unoccupied orbital energy (eV) = -7.026
- net charge = +1

Most favorable structure: Q. The second most favorable one is 0.791 eV above it.

P:
Below is a gas-phase ion, C4H8N (charge +1), with properties calculated with ωB97M-V/def2-TZVPD.

XYZ file:
```
13
Properties=species:S:1:pos:R:3
C 0.5252 1.8516 -0.0542
N -0.0003 0.8920 -0.7198
C -0.1746 -0.4623 -0.2336
C -0.7638 -1.3155 -1.0651
C 0.2753 -0.7092 1.1588
H 0.0675 2.8266 0.0896
H 1.3384 1.6021 0.6168
H -0.5248 1.0673 -1.5762
H -1.1536 -0.9131 -1.9928
H -0.9507 -2.3376 -0.7784
H -0.0633 -0.0639 1.9664
H 1.3728 -0.6937 1.1800
H 0.0519 -1.7442 1.4084
```

- frontier orbital gap (eV) = 8.678
- HOMO energy (eV) = -14.78
- lowest unoccupied orbital energy (eV) = -6.106
- net charge = +1

Q:
Below is 2 unconnected molecules or ions with the total composition C4H8N, with properties calculated with ωB97M-V/def2-TZVPD.

XYZ file:
```
13
Properties=species:S:1:pos:R:3
C 1.2761 1.1981 -0.1752
C 0.2417 0.3998 0.0032
C 1.7258 0.3642 1.1005
C -1.9846 -0.7110 -1.0338
N 0.5412 -0.3670 1.1008
H 1.6146 1.7904 -0.9912
H -1.1908 0.0387 -0.8835
H 2.5552 -0.1702 0.7329
H 1.8494 1.1251 1.8558
H -1.7023 -1.7428 -1.0295
H -2.8687 -0.3450 -0.3305
H -2.1532 -0.5907 -2.0912
H 0.0958 -0.9896 1.7417
```

- frontier orbital gap (spin up / spin down) (eV) = 7.696 / 7.695
- HOMO energy (spin up / spin down) (eV) = -14.77 / -14.77
- lowest unoccupied orbital energy (spin up / spin down) (eV) = -7.075 / -7.076
- net charge = +1

Most favorable structure: P. The second most favorable one is 4.577 eV above it.

P:
Below is 2 unconnected molecules or ions with the total composition C4H8N, with properties calculated with ωB97M-V/def2-TZVPD.

XYZ file:
```
13
Properties=species:S:1:pos:R:3
C -1.4658 -0.1923 1.0634
C -1.0437 0.2514 -0.0871
C -0.7832 0.7380 -1.3077
C 1.0321 -0.5910 -0.3682
N 1.6437 -0.0385 0.6861
H -2.4802 -0.0888 1.2066
H -0.5191 1.7093 -1.3845
H -0.9760 0.2753 -2.2293
H 1.1370 -0.1522 -1.2869
H 0.5979 -1.5571 -0.3081
H 1.6101 -0.2757 1.7390
H -1.1182 -0.7670 1.8223
H 2.3654 0.6885 0.4545
```

- frontier orbital gap (eV) = 9.811
- HOMO energy (eV) = -14.58
- lowest unoccupied orbital energy (eV) = -4.766
- net charge = +1

Q:
Below is a gas-phase ion, C4H8N (charge +1), with properties calculated with ωB97M-V/def2-TZVPD.

XYZ file:
```
13
Properties=species:S:1:pos:R:3
C -0.4281 -1.3534 1.4120
C -1.2010 -0.9159 0.5796
C -0.9315 0.7725 -0.1256
C 1.4119 0.2407 -0.4195
N 0.1578 0.5982 -0.8451
H 0.3855 -1.5863 2.0543
H -2.1407 -0.8801 -0.0062
H -1.8571 1.0404 -0.8061
H -0.9046 1.3027 0.7685
H 2.0953 -0.3669 -1.0428
H 2.0038 1.2075 -0.3981
H 1.3362 -0.3109 0.5594
H 0.0725 0.2514 -1.7304
```

- frontier orbital gap (eV) = 9.212
- HOMO energy (eV) = -14.96
- lowest unoccupied orbital energy (eV) = -5.748
- net charge = +1

Most favorable structure: P. The second most favorable one is 0.970 eV above it.